#w
Here is a single C3H3NS2 molecule from the OMol25 dataset. Energies are from wB97M-V/def2-TZVPD.

- M (u) = 117.20
- charge = 0
- SMILES string = CC1(C#N)SS1

Geometry (Å):
C 0.7826 0.3017 -0.7169
C -0.4213 0.1146 0.1882
C -0.1938 -1.0244 1.2323
N 0.2148 -1.7315 2.0392
S -1.3945 1.5128 0.5635
S -2.0693 -0.0963 -0.5797
H 0.6610 1.1426 -1.4728
H 0.8719 -0.7073 -1.2654
H 1.5487 0.4877 0.0117

How is the electron density shared among the atoms? According to Mulliken, the charges in e are: -0.98 0.59 0.13 -0.36 -0.16 -0.17 0.33 0.29 0.34

#x
Here is a single C3H3NS2 molecule from the OMol25 dataset. Energies are from wB97M-V/def2-TZVPD.

- M (u) = 117.20
- charge = 0

Geometry (Å):
C -0.5152 -0.5518 -0.8787
C -0.4811 0.7753 -0.5465
C 1.0914 0.7208 1.7253
N 0.0813 -1.5462 -0.2799
S 0.1898 -3.0892 -0.3548
S 0.2394 1.7156 0.7525
H -1.1117 -0.7807 -1.7678
H -1.0303 1.4519 -1.1838
H 1.5363 1.3042 2.5336

How is the electron density shared among the atoms? According to Mulliken, the charges in e are: 0.17 -0.40 -0.50 -0.16 -0.04 0.05 0.33 0.28 0.27

It is #w that is most stable; the runner-up trails by 392.9 kJ/mol.

#w
Here is a molecular structure, C3H3NS2 from the OMol25 dataset. Energies are from wB97M-V/def2-TZVPD.

- M (u) = 117.20
- charge = 0

Geometry (Å):
C -2.3696 -0.0371 -0.4873
C -1.0964 0.1007 -0.0167
C 0.0112 1.0273 0.3351
N -3.4053 0.1212 -0.9125
S 2.8332 -1.4060 -0.6364
S 0.3298 -0.8112 0.1973
H 0.1405 1.2734 1.4022
H 0.4450 1.4382 -0.5364
H 3.1118 -1.7066 0.6548

How is the electron density shared among the atoms? According to Mulliken, the charges in e are: 0.52 -0.14 -0.41 -0.36 -0.29 -0.02 0.28 0.28 0.14

#x
Here is a single C3H3NS2 molecule from the OMol25 dataset. Energies are from wB97M-V/def2-TZVPD.

- M (u) = 117.20
- charge = 0
- SMILES string = CC1(C#N)SS1

Geometry (Å):
C -0.1304 0.1367 -0.1233
C -1.6151 0.3245 0.1706
C -2.3581 -0.7380 1.1654
N -2.9260 -1.4349 1.8589
S -2.2468 2.0464 0.3222
S -2.6078 0.6988 -1.2754
H 0.1978 0.5303 -1.1806
H -0.0648 -0.9972 -0.0638
H 0.6380 0.6581 0.6064

How is the electron density shared among the atoms? According to Mulliken, the charges in e are: -0.90 0.61 0.08 -0.35 -0.15 -0.17 0.31 0.31 0.26

It is #x that is most stable; the runner-up trails by 253.6 kJ/mol.

#w
Here is a single C3H3NS2 molecule from the OMol25 dataset. Energies are from wB97M-V/def2-TZVPD.

- M (u) = 117.20
- charge = 0
- SMILES string = S=C1C=NCS1

Geometry (Å):
S 2.9730 0.4672 0.0551
C 1.4526 -0.0180 -0.0304
C 0.0332 1.2083 -0.0853
N -1.0457 0.6225 -0.0274
C -1.1018 -0.7561 0.0471
S 0.6567 -1.5028 -0.0248
H 0.2324 2.2529 -0.1432
H -1.5388 -1.0865 0.9910
H -1.6616 -1.1876 -0.7821

How is the electron density shared among the atoms? According to Mulliken, the charges in e are: -0.27 0.19 -0.09 -0.40 -0.33 -0.09 0.40 0.30 0.30

#x
Here is a single C3H3NS2 molecule from the OMol25 dataset. Energies are from wB97M-V/def2-TZVPD.

- M (u) = 117.20
- charge = 0
- SMILES string = CC1(C#N)SS1

Geometry (Å):
C 0.7359 -0.3470 0.7150
C -0.1551 0.1806 -0.3618
C -1.4833 -0.2870 -0.3806
N -2.6015 -0.4471 -0.3260
S -0.1003 1.9657 -0.7434
S 0.7047 0.4129 -1.8917
H 0.2044 -0.7311 1.6049
H 1.3852 0.4202 1.0010
H 1.3099 -1.1672 0.3827

How is the electron density shared among the atoms? According to Mulliken, the charges in e are: -1.20 0.71 0.14 -0.37 -0.16 -0.16 0.33 0.38 0.34

It is #x that is most stable; the runner-up trails by 44.4 kJ/mol.

#w
Here is 2 unconnected molecules or ions with the total composition CH5NOS2 from the OMol25 dataset. Energies are from wB97M-V/def2-TZVPD.

- M (u) = 111.19
- charge = 0
- SMILES string = NC=O.SS

Geometry (Å):
N -0.6011 2.3093 0.3547
C 0.1025 1.9076 -0.7624
O 0.7962 0.9509 -0.6268
H -0.8661 1.8133 1.1594
H -0.9912 3.3248 0.3217
H -0.2362 2.3608 -1.6904
S 1.0667 -3.3035 -0.5754
S -0.6232 -3.3426 0.5985
H 1.4957 -1.9891 -0.4297
H -0.1433 -4.0315 1.6505

How is the electron density shared among the atoms? According to Mulliken, the charges in e are: -0.38 0.19 -0.51 0.20 0.22 0.28 -0.19 -0.18 0.20 0.16

#x
Here is 2 unconnected molecules or ions with the total composition CH5NOS2 from the OMol25 dataset. Energies are from wB97M-V/def2-TZVPD.

- M (u) = 111.19
- charge = 0
- SMILES string = NC=O.SS

Geometry (Å):
N 0.0778 0.9697 1.0165
C 1.4254 1.2295 1.1162
O 2.1085 2.1548 0.6910
H -0.0890 1.5697 0.1661
H -0.2953 0.1431 1.3450
H 1.7936 0.3976 1.8344
S -2.2056 -2.4720 -1.5049
S -1.1213 -0.6032 -0.9288
H -1.8659 -2.2148 -2.8146
H 0.1720 -1.1745 -0.9210

How is the electron density shared among the atoms? According to Mulliken, the charges in e are: -0.49 0.20 -0.54 0.29 0.34 0.21 -0.20 -0.20 0.18 0.22

It is #w that is most stable; the runner-up trails by 58.6 kJ/mol.

#w
Here is 2 unconnected molecules or ions with the total composition CH5NOS2 from the OMol25 dataset. Energies are from wB97M-V/def2-TZVPD.

- M (u) = 111.19
- charge = 0
- SMILES string = NC=O.SS

Geometry (Å):
N -2.6594 0.8240 0.9494
C -1.7341 -0.0866 1.4326
O -1.9713 -1.1209 2.0377
H -3.5777 0.7719 1.3769
H -2.4379 1.4766 0.2082
H -0.6885 0.1599 1.1996
S 1.2665 -0.9509 -1.2441
S 1.7964 1.0415 -0.8721
H 0.0374 -0.8330 -0.7246
H 2.4521 0.6925 0.2561

How is the electron density shared among the atoms? According to Mulliken, the charges in e are: -0.34 0.12 -0.54 0.22 0.23 0.32 -0.12 -0.22 0.14 0.19

#x
Here is 2 unconnected molecules or ions with the total composition CH5NOS2 from the OMol25 dataset. Energies are from wB97M-V/def2-TZVPD.

- M (u) = 111.19
- charge = 0
- SMILES string = NC=O.SS

Geometry (Å):
N -0.4212 -1.8112 2.4357
C -1.0518 -1.2992 1.3279
O -1.0209 -1.7758 0.2209
H -0.1889 -2.7906 2.4779
H 0.1220 -1.1667 2.9825
H -1.5233 -0.3207 1.5128
S 0.6469 0.3886 -1.6949
S 0.4093 1.9958 -0.4029
H 1.0015 -0.4660 -0.7274
H 1.6080 2.5630 -0.6089

How is the electron density shared among the atoms? According to Mulliken, the charges in e are: -0.38 0.09 -0.49 0.23 0.22 0.36 -0.14 -0.20 0.15 0.17

#y
Here is a single CH5NOS2 molecule from the OMol25 dataset. Energies are from wB97M-V/def2-TZVPD.

- M (u) = 111.19
- charge = 0

Geometry (Å):
C 0.1196 1.9723 0.6092
N 0.2209 -2.3464 -0.9057
O -1.8488 0.3990 -0.4061
S 0.5725 -1.2997 0.4040
S -0.3969 0.4523 -0.5131
H 1.2820 1.9825 0.5236
H -0.0109 1.9650 1.6621
H -0.4456 2.7872 0.2005
H 1.0576 -2.9100 -0.9913
H -0.5504 -3.0021 -0.5832

How is the electron density shared among the atoms? According to Mulliken, the charges in e are: -0.90 -0.55 -0.52 -0.05 0.49 0.30 0.35 0.30 0.29 0.28

It is #w that is most stable; the runner-up trails by 8.6 kJ/mol.

#w
Here is a molecular structure, C7H9N from the OMol25 dataset. Energies are from wB97M-V/def2-TZVPD.

- M (u) = 107.16
- charge = 0

Geometry (Å):
C 2.3090 0.8852 -0.4019
C 1.1044 0.2886 -0.0966
C 0.9703 -0.9761 0.5846
C -0.3026 -1.4959 0.7567
C -1.4034 -0.6342 0.0832
C -1.1962 0.7866 0.7963
C -0.2117 0.8856 -0.5137
H 2.4800 1.7149 -1.0935
H 3.0867 0.4542 0.2471
H 1.9264 -1.3582 1.0972
H -0.6012 -2.4513 1.4042
H -2.3404 -1.3814 -0.1238
H -0.7389 0.8982 1.8292
H -2.0376 1.3200 0.6293
H -0.0551 1.7785 -1.0076
H -1.8557 0.5812 -1.6623
N -1.0690 0.0007 -1.2246

How is the electron density shared among the atoms? According to Mulliken, the charges in e are: -0.95 0.42 -0.32 -0.60 0.19 -0.69 -0.10 0.30 0.19 0.17 0.26 0.28 0.26 0.34 0.60 0.28 -0.63

#x
Here is a single C7H9N molecule from the OMol25 dataset. Energies are from wB97M-V/def2-TZVPD.

- M (u) = 107.16
- charge = 0
- SMILES string = CC1=N[C@H](C)C2=C[C@H]21

Geometry (Å):
C -2.2697 0.8622 0.1317
C -0.9490 0.1856 0.1296
N 0.0642 0.7019 0.6993
C 1.3429 -0.0217 0.4787
C 2.2268 0.9289 -0.4164
C 0.7283 -1.2679 -0.1779
C -0.1326 -2.1788 0.3266
C -0.6883 -1.0490 -0.5948
H -2.3183 1.2708 1.0963
H -3.0847 0.2196 -0.0056
H -2.2793 1.5748 -0.6974
H 1.5827 -0.2873 1.4727
H 3.3030 0.7779 -0.1932
H 1.9000 1.8537 -0.0328
H 2.0165 0.6989 -1.4351
H -0.4686 -3.0732 0.9035
H -0.9740 -1.1964 -1.6851

How is the electron density shared among the atoms? According to Mulliken, the charges in e are: -1.29 0.66 -0.64 0.29 -1.29 -0.07 -0.51 -0.32 0.38 0.36 0.28 0.46 0.34 0.38 0.31 0.36 0.31

It is #w that is most stable; the runner-up trails by 23.0 kJ/mol.

#w
Here is a single C7H9N molecule from the OMol25 dataset. Energies are from wB97M-V/def2-TZVPD.

- M (u) = 107.16
- charge = 0

Geometry (Å):
C 1.1243 -0.2523 1.3958
C 2.4874 -0.0545 0.8047
N 3.0490 -0.7697 -0.3476
C 1.8849 0.0618 -0.8320
C 0.7674 -0.0718 0.0152
C -0.4965 0.2259 -0.4700
C -1.6806 -0.0969 0.1347
C -3.0817 0.3561 -0.2505
H 0.9215 -1.1666 1.9097
H 2.8984 0.9345 0.9760
H 2.6469 -1.7416 -0.3715
H 2.2484 0.8332 -1.4137
H -0.6374 0.6623 -1.4827
H -1.6814 -0.4795 1.1382
H -3.2510 1.4826 -0.1924
H -3.8911 -0.0384 0.3459
H -3.3085 0.1149 -1.3597

How is the electron density shared among the atoms? According to Mulliken, the charges in e are: -0.91 0.15 -0.42 -1.11 1.00 -0.17 -0.11 -1.09 0.22 0.30 0.33 0.35 0.29 0.32 0.26 0.34 0.26

#x
Here is 2 unconnected molecules or ions with the total composition C7H9N from the OMol25 dataset. Energies are from wB97M-V/def2-TZVPD.

- M (u) = 107.16
- charge = 0
- SMILES string = c1ccncc1.C=C

Geometry (Å):
C -1.3365 0.1548 -1.5737
C -0.9505 -1.1280 -1.2250
C 0.2511 -1.2957 -0.5432
N 1.0639 -0.2987 -0.1973
C 0.6593 0.9305 -0.5248
C -0.5073 1.2193 -1.2198
H -2.2472 0.3163 -2.1344
H -1.5430 -1.9902 -1.4915
H 0.5901 -2.2962 -0.2668
H 1.3416 1.7253 -0.2031
H -0.7570 2.2430 -1.4704
C 0.2067 0.1340 2.9638
C 0.6114 0.2395 1.7506
H -0.9276 0.1809 3.0772
H 0.8299 -0.2544 3.6452
H -0.0104 0.3816 0.8605
H 1.6704 0.2583 1.5969

How is the electron density shared among the atoms? According to Mulliken, the charges in e are: -0.24 -0.36 -0.16 -0.49 0.01 -0.48 0.37 0.39 0.35 0.29 0.38 -0.68 -0.17 0.22 0.35 0.04 0.19

#y
Here is a single C7H9N molecule from the OMol25 dataset. Energies are from wB97M-V/def2-TZVPD.

- M (u) = 107.16
- charge = 0
- SMILES string = N#C[C@@]12CCC[C@@H]1C2

Geometry (Å):
N 1.7135 2.0399 2.5617
C 1.0418 1.3533 1.8615
C 0.2670 0.5116 0.9839
C -0.3302 -0.7497 1.5616
C -1.8002 -0.8736 1.1898
C -1.9241 0.2093 0.1016
C -0.7536 1.0879 0.0052
C 0.4800 0.4748 -0.5406
H 0.1739 -1.5608 1.0786
H -0.1943 -0.8026 2.6593
H -2.3028 -0.5433 2.1775
H -2.0688 -1.8890 0.9688
H -1.8210 -0.3835 -0.8822
H -2.9416 0.6398 0.2683
H -0.8246 2.2053 -0.1760
H 0.3903 -0.4273 -1.0745
H 1.0498 1.2397 -0.9356

How is the electron density shared among the atoms? According to Mulliken, the charges in e are: -0.53 -0.12 1.03 -0.94 -0.52 -0.73 0.04 -1.20 0.31 0.44 0.22 0.37 0.20 0.35 0.39 0.30 0.39

It is #y that is most stable; the runner-up trails by 240.5 kJ/mol.